(1)
Density functional theory data (the ωB97M-V functional and the def2-TZVPD basis) for C3H10Cl2NPSi in the gas phase in a non-equilibrium geometry.

As for the HOMO energy: -8.7 eV. For the LUMO energy, the calculation gives 0.0246 Ha. Its frontier orbital gap is 9.37 eV. The calculation puts the largest force on an atom at 0.0722 Eh/bohr. For the energy above the lowest of the compared OMol25 structures with the same formula, charge and spin, the calculation gives 0.0 kJ/mol.

Structure (XYZ):
```
18
Properties=species:S:1:pos:R:3:forces:R:3
H -2.551 0.559 1.171 0.82 -0.15 -0.64
P 0.958 -1.270 -2.408 0.72 2.37 -2.03
Cl 2.510 -2.185 -1.491 0.77 -0.75 0.93
H 0.378 -2.305 0.286 -0.22 1.87 2.04
H -0.752 -1.797 1.653 0.94 0.41 -0.56
Si -0.060 0.191 0.332 0.03 0.30 -2.54
C 0.194 -1.475 1.121 -0.16 -2.01 -0.31
H 1.014 -1.508 1.888 -0.59 0.03 -0.89
H 0.586 2.350 -0.114 -0.06 0.84 -0.81
H 1.940 1.876 1.014 -1.59 -0.68 -0.87
H -1.987 1.965 0.235 0.62 -1.88 0.07
C -1.879 0.805 0.306 0.16 2.00 1.69
C 0.839 1.735 0.711 1.63 0.45 3.05
H -2.330 0.450 -0.567 -0.88 -0.76 -1.39
Cl -0.556 -2.481 -2.115 -1.68 -1.69 0.55
H 0.286 2.140 1.588 0.23 0.11 -0.42
N 0.527 0.041 -1.491 0.52 1.97 -0.37
H 0.885 0.910 -2.120 -1.26 -2.43 2.51
```
Positions in Å, forces in eV/Å.


(2)
Density functional theory data (the ωB97M-V functional and the def2-TZVPD basis) for a 4-piece molecular cluster, C32H57Br2ClFIN5O4 overall in a non-equilibrium geometry.

As for the total charge: +1. As for the HOMO energy: -11.4 eV. For the LUMO energy, the calculation gives -0.0789 Ha. Its frontier orbital gap is 9.26 eV. The calculation puts the largest force on an atom at 0.0878 Eh/bohr.

Structure (XYZ):
```
103
Properties=species:S:1:pos:R:3:forces:R:3
C -1.770 -1.522 -1.099 -0.69 -0.01 0.57
C 4.112 1.250 -6.779 -0.14 0.07 -0.05
N -0.767 -0.235 0.966 -2.63 -2.95 -1.46
H 1.662 -5.207 1.606 -0.28 -0.23 0.02
H 2.544 -2.608 1.055 -0.14 -0.06 -0.20
N -0.020 -2.019 -3.641 -0.53 0.42 0.25
H -2.851 -0.913 0.659 0.31 0.17 0.55
C 0.772 -2.041 2.243 0.41 -0.23 0.23
H -1.588 3.422 0.522 0.28 -0.33 -0.04
H -0.781 -1.430 -1.537 0.06 -0.13 0.01
C 2.947 1.029 -0.143 1.03 0.06 0.05
H 2.815 1.355 -2.098 0.20 -0.04 0.01
H 1.051 -3.497 -0.847 -0.17 -0.20 -0.22
H 3.945 2.606 0.982 -0.06 -0.33 0.14
H 4.128 0.293 -7.298 0.01 0.00 -0.01
H 3.851 4.260 -0.556 -0.11 0.11 -0.31
H 0.097 -4.369 1.372 -0.04 -0.24 -0.03
C 1.770 0.247 0.476 -0.22 -1.17 0.38
H 0.165 1.728 4.512 -0.31 -0.25 0.03
H -2.296 0.361 -0.402 -0.09 0.25 0.63
N 1.928 2.540 -7.369 -0.74 0.40 -0.08
H 1.332 -1.249 2.736 -0.24 0.25 -0.25
O 0.417 3.430 -1.019 0.07 1.72 1.46
C 3.219 1.401 3.607 -0.37 -0.37 -0.48
H 1.938 0.317 1.547 -0.08 0.01 0.02
C -0.377 -5.656 -1.048 0.38 -0.34 0.56
C 2.884 1.973 -7.111 0.84 -0.48 0.22
H 3.801 0.544 0.335 -0.13 -0.21 0.21
C 0.388 2.451 -1.630 0.07 -1.36 -1.17
H -3.890 3.032 1.494 0.09 -0.13 0.59
H -5.271 7.103 -2.750 0.00 0.00 0.00
Br -4.586 -1.777 -1.687 0.35 0.17 -0.11
H 0.251 -2.568 3.043 -0.17 0.16 0.02
H 2.551 -4.311 -0.448 0.05 -0.25 -0.26
H -3.606 -1.362 3.541 -0.12 0.22 -0.44
H -0.844 0.825 -1.678 -0.13 0.03 0.32
H -2.759 -0.195 -2.491 -0.36 0.02 -0.10
O 0.218 1.784 1.138 -0.36 0.31 -0.50
H -3.835 6.250 -3.345 0.00 0.00 0.00
O 1.053 -5.592 -0.984 -0.43 0.82 -0.36
H 2.294 3.031 0.644 -0.30 -0.57 0.01
H -2.648 2.018 2.954 0.60 -0.17 0.25
C -2.435 2.954 0.029 -0.57 0.27 -0.04
C -2.221 -2.800 4.243 0.16 -0.11 -0.97
H -2.166 2.346 -0.831 0.30 -0.08 0.13
C 1.467 -4.399 -0.368 0.06 -0.17 0.96
H 1.951 2.890 2.649 0.04 -0.17 -0.16
C 1.164 -4.357 1.149 0.93 0.96 -0.71
C 1.954 2.233 3.515 -0.07 0.07 0.51
C -1.421 0.448 2.152 1.33 3.09 3.02
H 2.120 -3.416 -5.471 -0.01 0.00 0.00
H -3.091 -3.260 4.700 -0.03 0.11 0.12
H 0.782 0.377 -1.776 0.12 0.05 -0.01
C 2.114 -3.309 -4.388 -0.12 0.04 0.03
F 4.309 2.212 3.764 0.40 0.36 0.14
H 0.986 0.340 3.861 -0.22 -0.06 -0.21
H -1.533 -2.445 5.007 -0.14 0.03 0.16
H 3.406 0.801 2.711 -0.05 -0.02 0.02
C 0.675 1.361 3.628 0.91 0.17 -0.29
H -0.692 2.545 2.650 -0.68 -0.23 0.15
H 2.004 2.890 4.383 -0.09 0.10 0.01
H 2.359 -3.359 2.614 0.22 0.11 -0.04
C -5.016 5.164 -1.992 0.05 0.66 -0.75
C -2.722 1.328 2.124 -1.48 -0.30 -0.97
H 3.011 3.351 -1.669 -0.05 0.48 0.05
H -0.722 -6.275 -0.216 -0.18 -0.21 -0.22
C 0.915 -2.585 -3.969 0.82 -0.49 -0.28
I 0.682 2.640 -3.793 0.05 -0.34 -0.01
C -1.646 -0.489 3.378 0.07 -0.85 -0.25
H -0.662 -6.076 -2.008 -0.09 -0.07 0.03
C 0.119 1.023 -1.200 -0.69 -0.56 -0.72
H -1.962 -2.543 -0.767 0.44 -0.12 -0.11
H 3.154 0.716 4.455 0.09 0.04 0.15
C 1.807 -3.062 1.721 -0.58 -0.35 0.89
H 0.305 -1.912 0.241 -0.44 0.48 -0.46
C -1.998 -0.559 0.092 0.10 0.47 -2.55
H 3.002 -2.762 -4.078 0.00 0.02 0.01
C -0.308 1.547 2.461 0.45 -0.15 -0.78
C -4.883 6.140 -3.074 -0.03 -0.11 0.11
H 2.125 -4.298 -3.931 -0.02 0.00 0.01
C -2.776 -1.247 -2.212 0.30 -0.12 0.41
C -3.322 2.235 1.027 -0.26 -0.24 -0.58
N -5.120 4.402 -1.148 -0.08 -0.42 0.60
N 3.671 3.328 -0.903 0.22 -0.89 0.25
H -5.443 5.804 -3.944 0.00 0.00 0.00
H -2.725 -2.165 2.257 0.20 0.45 -0.18
Br -2.250 0.419 5.039 0.08 0.12 -0.36
Cl -4.698 1.346 0.204 0.51 0.08 -0.15
H 1.994 -0.796 0.243 -0.19 0.09 -0.39
H -3.557 0.699 2.435 0.01 -0.15 -0.16
O 3.221 0.714 -1.499 -0.83 0.03 -0.24
C 3.164 2.520 0.226 -0.11 1.29 -0.47
C -2.614 -1.681 3.226 -0.36 -0.44 1.50
H 4.977 1.835 -7.083 0.01 0.00 0.00
H -1.029 -2.367 1.238 -0.52 0.41 -0.18
C -0.238 -1.640 1.138 1.83 -0.96 1.36
H -0.845 -4.680 -0.900 0.11 0.16 -0.32
H -0.715 -0.867 3.774 0.26 0.01 -0.44
H 4.159 1.076 -5.705 0.01 0.01 0.01
H -3.021 3.772 -0.374 -0.12 0.00 -0.16
H -1.718 -3.589 3.678 0.11 -0.11 0.23
C 0.274 0.648 0.275 2.09 2.45 2.08
H -2.497 -1.853 -3.061 -0.14 -0.02 -0.22
```
Positions in Å, forces in eV/Å.